1.
One molecule with the formula C3H3ClS, computed with ωB97M-V/def2-TZVPD.

Last column: Löwdin charge in e.
Cartesian coordinates (Å):
C -0.35633 1.52391 0.64172  0.14
C 0.12416 0.57534 0.08223  -0.25
C 0.64562 -0.56441 -0.54739  -0.31
S 2.38878 -0.07618 -1.82216  0.25
Cl 3.67529 0.48162 -0.38326  0.02
H -0.80996 2.33139 1.13427  0.03
H 0.02908 -0.96719 -1.34017  0.06
H 1.10421 -1.30359 0.09289  0.06

- Molar mass: 106.6 g mol⁻¹
- SMILES: C#CCSCl
- Kohn-Sham gap: 8.78 eV

=====

2.
A 2-piece molecular cluster, C3H3ClS overall, computed with ωB97M-V/def2-TZVPD.

Last column: Löwdin charge in e.
Cartesian coordinates (Å):
C -1.44218 -0.19940 0.80234  -0.57
C 1.74493 -0.59483 -0.79928  0.02
C 1.64560 0.59553 -0.72532  -0.79
S -1.78580 0.39834 -0.64411  0.60
Cl 1.28043 2.13170 -0.44504  0.72
H -1.34132 0.53250 1.61078  0.01
H -1.51885 -1.28474 0.87122  0.00
H 1.41719 -1.57910 -0.67059  0.02

- Molar mass: 106.6 g mol⁻¹
- SMILES: C#CCl.C=S
- Kohn-Sham gap: 8.44 eV

=====

Here are the energies relative to the best structure, in kJ/mol: 1 0.0; 2 99.6.

=====

1.
A 2-piece molecular cluster, C4H11N2O overall, computed with ωB97M-V/def2-TZVPD.

Last column: Mulliken spin population.
Cartesian coordinates (Å):
N 2.29116 -0.24382 -1.88150  0.00
C 1.99737 0.97478 -1.03174  0.25
O 0.98683 0.73324 -0.15363  0.05
H 3.30893 -0.45611 -2.00197  -0.02
H 1.86050 -1.05794 -1.44695  -0.01
H 2.96671 1.25601 -0.47894  0.02
H 1.69482 1.77918 -1.73628  0.00
N -1.54381 1.24605 0.25718  0.00
C -1.80276 -0.18973 0.12820  1.35
C -1.40692 -1.85393 1.95130  2.04
C -0.95834 -0.85257 1.19211  -1.06
H -1.97844 1.71383 -0.53544  0.00
H -0.49870 1.37812 0.19980  -0.04
H -1.44939 -0.62362 -0.84636  -0.07
H -2.88879 -0.43435 0.26605  -0.36
H -0.71979 -2.30326 2.66335  -1.02
H -2.47358 -2.12525 1.92375  -0.98
H 0.07549 -0.47952 1.15303  0.85

- Molar mass: 103.1 g mol⁻¹
- Net charge: -2
- ⟨S²⟩: 0.752
- Multiplicity: 2
- Kohn-Sham gap (spin up / spin down): 2.35 / 7.22 eV

=====

2.
A 2-piece molecular cluster, C4H11N2O overall, computed with ωB97M-V/def2-TZVPD.

Last column: Mulliken spin population.
Cartesian coordinates (Å):
C -1.17907 -0.17643 0.12084  0.02
N 0.24383 -0.78690 -0.14798  0.07
C -1.77380 0.52543 -1.13720  -0.06
C -0.81741 1.58546 -1.82257  -0.03
N -2.74202 1.02323 -0.21773  0.93
C 3.06170 -0.56535 1.24876  0.00
O 2.10554 -1.30013 1.83214  0.00
H -1.79611 -1.07953 0.26827  0.01
H -1.15339 0.27480 1.12192  0.02
H 0.79676 -0.88005 0.75436  0.00
H 0.11586 -1.72094 -0.52357  0.00
H -2.03705 -0.18350 -1.94331  0.02
H -1.42574 2.49447 -1.79035  -0.01
H 0.06202 1.68608 -1.15859  0.01
H -0.56542 1.13707 -2.80191  0.02
H 2.80404 0.49746 0.98659  0.00
H 3.89607 -0.44588 1.99391  0.00
H 3.52592 -0.98026 0.30762  0.00

- Molar mass: 103.1 g mol⁻¹
- Net charge: -2
- ⟨S²⟩: 0.759
- Multiplicity: 2
- Kohn-Sham gap (spin up / spin down): 5.73 / 5.17 eV

=====

Here are the energies relative to the best structure, in kJ/mol: 1 0.0; 2 208.7.

=====

1.
A 2-piece molecular cluster, C8H14N2O overall, computed with ωB97M-V/def2-TZVPD.

Last column: Löwdin charge in e.
Cartesian coordinates (Å):
C 3.06634 -0.65619 -1.07446  -0.19
C 1.70709 -0.69511 -1.23407  -0.05
C 2.26756 -0.07211 0.79253  -0.22
C -0.31155 2.61683 -0.43093  -0.01
C -0.50447 -1.81584 1.30735  -0.05
C -2.66690 -0.14770 -0.08289  -0.02
C -0.24084 -0.52567 0.55624  -0.25
C -1.30273 -0.45306 -0.53767  -0.50
N 3.39528 -0.26261 0.14910  0.04
N 1.20183 -0.35566 0.05567  -0.01
O -1.02196 -0.46684 -1.69911  0.10
H 3.84195 -0.97274 -1.71399  0.08
H 1.14875 -0.91409 -2.21654  0.13
H 2.17945 0.37182 1.79994  0.14
H 0.71841 2.38135 -0.44902  0.01
H -0.65229 3.40873 -1.17192  0.06
H -0.45878 3.31492 0.35925  0.01
H 0.27618 -2.11908 2.04544  0.10
H -0.60251 -2.63226 0.59731  0.09
H -1.51165 -1.69222 1.87158  0.11
H -2.88435 0.70360 0.65700  0.13
H -2.80565 -1.12820 0.38301  0.08
H -3.26838 0.04909 -0.99324  0.11
H -0.53461 0.21925 1.28423  0.13
H -1.03617 1.84380 -0.25480  -0.02

- Molar mass: 154.2 g mol⁻¹
- SMILES: CC(=O)[C@@H](C)n1ccnc1.C
- Kohn-Sham gap: 9.08 eV

=====

2.
One molecule with the formula C8H14N2O, computed with ωB97M-V/def2-TZVPD.

Last column: Löwdin charge in e.
Cartesian coordinates (Å):
C 1.54546 1.22689 -1.06314  -0.01
C 2.79107 1.42650 -0.41331  -0.16
C 1.00200 0.08143 -0.46594  -0.29
C -1.57743 1.40492 -0.87707  0.00
C -2.40365 -0.95198 -0.63378  -0.06
C -1.25890 -0.01387 1.35621  0.00
C 2.07093 -1.66987 1.12294  0.00
C -1.41711 0.04533 -0.17052  -0.53
N 3.02576 0.40527 0.35844  0.02
N 2.02199 -0.42333 0.38012  -0.13
O -0.13520 -0.60116 -0.64497  -0.04
H 1.10921 1.98225 -1.68237  0.09
H 3.58587 2.10624 -0.66956  0.10
H -0.86608 2.05177 -0.44479  0.06
H -1.54133 1.36394 -1.96966  0.11
H -2.53956 1.63120 -0.57738  0.06
H -3.49015 -0.75068 -0.43488  0.11
H -2.33838 -2.02913 -0.31228  0.11
H -2.40433 -0.98495 -1.71805  0.08
H -0.97547 -1.03196 1.49111  0.07
H -0.48727 0.66862 1.80707  0.12
H -2.20297 0.07736 1.75655  0.06
H 3.04180 -1.63122 1.63785  0.09
H 1.24423 -1.80831 1.74401  0.05
H 2.19952 -2.57524 0.42340  0.12

- Molar mass: 154.2 g mol⁻¹
- SMILES: Cn1nccc1OC(C)(C)C
- Kohn-Sham gap: 9.19 eV

=====

Here are the energies relative to the best structure, in kJ/mol: 1 19.1; 2 0.0.

=====

1.
One molecule with the formula C4H8INS, computed with ωB97M-V/def2-TZVPD.

Last column: Löwdin charge in e.
Cartesian coordinates (Å):
C 1.54391 0.27661 -0.02312  -0.41
C 1.22434 -0.33674 1.29407  -0.43
C -0.85482 0.11789 -0.20966  -0.77
C -1.64858 -1.14829 -0.52768  -0.16
N 0.44333 -0.11697 -0.93989  -0.66
S -0.50333 0.31667 1.57144  0.85
I 0.61466 0.40559 -2.90288  0.83
H 1.66841 1.44279 0.01786  0.14
H 2.41730 -0.20426 -0.55144  0.11
H 1.14032 -1.40274 1.25088  0.06
H 1.76853 -0.16197 2.28547  0.10
H -1.59172 1.01757 -0.44234  0.12
H -0.96691 -1.94045 -0.03856  0.10
H -1.79246 -1.35317 -1.60040  0.06
H -2.61968 -0.98617 -0.01868  0.07

- Molar mass: 229.1 g mol⁻¹
- SMILES: C[C@H]1SCCN1I
- Kohn-Sham gap: 8.45 eV

=====

2.
A 2-piece molecular cluster, C4H8INS overall, computed with ωB97M-V/def2-TZVPD.

Last column: Löwdin charge in e.
Cartesian coordinates (Å):
C 1.09309 -1.20303 0.25941  -0.14
C 1.27710 0.13578 0.00279  -0.30
C 2.16489 -2.29105 0.07450  -0.10
C -2.11797 2.46080 -0.03315  -0.34
N 0.32486 1.05377 0.05915  -0.37
S -1.23125 0.89683 0.30901  0.80
I -4.41013 -0.29532 -0.52707  0.05
H 0.20410 -1.65567 0.50791  0.06
H 2.32464 0.32728 -0.37576  0.13
H 1.68287 -3.16534 0.48482  0.05
H 2.31198 -2.45275 -1.00453  0.07
H 3.14848 -1.89596 0.61946  0.12
H -3.09415 2.26653 0.18799  -0.07
H -2.03873 2.61090 -1.05385  0.02
H -1.63978 3.20725 0.48934  0.02

- Molar mass: 229.1 g mol⁻¹
- Kohn-Sham gap (spin up / spin down): 4.71 / 8.28 eV

=====

Here are the energies relative to the best structure, in kJ/mol: 1 0.0; 2 162.0.

=====

1.
One molecule with the formula C19H24N2O2, computed with ωB97M-V/def2-TZVPD.

Last column: Löwdin charge in e.
Cartesian coordinates (Å):
C 1.95878 1.11727 0.33032  -0.07
H 1.35153 1.49996 1.15643  0.09
O 1.16579 0.73004 -0.76589  -0.11
C 0.41282 1.67738 -1.40389  -0.22
C 0.32102 2.99905 -0.99123  -0.02
C -0.47750 3.89274 -1.68593  -0.08
C -1.18512 3.47423 -2.79379  -0.09
C -1.09032 2.15540 -3.21078  -0.04
C -0.29816 1.24251 -2.53697  -0.12
C -0.16352 -0.20927 -2.94696  -0.34
N -0.73753 -1.04352 -1.89740  -0.03
H -0.50763 -2.01677 -2.05598  0.13
C -2.15336 -0.88546 -1.62041  -0.11
C -2.40709 -0.96791 -0.11071  -0.49
O -3.44290 -1.38160 0.37013  0.05
N -1.37129 -0.49032 0.59590  0.07
H -0.53367 -0.27400 0.06775  0.10
C -1.30361 -0.50103 2.03714  -0.12
C 0.04191 -0.97090 2.51592  -0.22
C 0.68550 -0.34095 3.57222  -0.05
C 1.93424 -0.76328 3.99083  -0.05
C 2.57626 -1.82167 3.36132  -0.29
C 1.92846 -2.45200 2.30564  -0.04
C 0.67876 -2.03488 1.88870  -0.03
H 0.18884 -2.53531 1.06667  0.12
H 2.41024 -3.27994 1.80493  0.11
C 3.92297 -2.28818 3.82437  -0.05
H 3.80716 -3.06011 4.58597  0.08
H 4.49180 -2.71313 3.00041  0.08
H 4.48965 -1.46874 4.26069  0.08
H 2.41963 -0.26112 4.81572  0.11
H 0.20477 0.48742 4.07368  0.11
H -1.50995 0.50330 2.43090  0.13
H -2.10095 -1.16701 2.38933  0.13
H -2.79796 -1.61948 -2.12057  0.13
H -2.47188 0.11379 -1.93343  0.13
C -0.71582 -0.52284 -4.34225  -0.05
H -0.49045 -1.55806 -4.59389  0.08
H -1.79520 -0.39452 -4.37450  0.07
H -0.25709 0.11919 -5.08965  0.08
H 0.91061 -0.44103 -2.94264  0.15
H -1.64602 1.84460 -4.08107  0.11
H -1.81040 4.16664 -3.33631  0.10
H -0.54102 4.91759 -1.35207  0.10
H 0.86614 3.34468 -0.12732  0.10
H 2.70113 1.86860 0.04325  0.10
H 2.46704 0.21207 0.65984  0.09

- Molar mass: 312.4 g mol⁻¹
- SMILES: COc1ccccc1[C@H](C)NCC(=O)NCc1ccc(C)cc1
- Kohn-Sham gap: 9.27 eV

=====

2.
One molecule with the formula C19H24N2O2, computed with ωB97M-V/def2-TZVPD.

Last column: Löwdin charge in e.
Cartesian coordinates (Å):
C 8.78456 2.18357 0.02908  -0.07
C 7.29210 1.94374 0.19691  -0.27
O 7.03415 0.59503 -0.13536  -0.06
C 5.75304 0.13459 -0.06377  -0.28
C 4.64742 0.88642 0.31519  -0.01
C 3.38616 0.31672 0.35144  -0.01
C 3.20385 -1.01683 0.01099  -0.23
C 4.31390 -1.77140 -0.36857  -0.03
C 5.56856 -1.20570 -0.40567  -0.01
H 6.42940 -1.78564 -0.69833  0.12
H 4.19041 -2.81200 -0.63643  0.11
N 1.95388 -1.64602 0.01916  0.12
C 0.73890 -1.12883 0.40364  -0.54
O 0.55557 0.00613 0.78591  0.07
N -0.26748 -2.05987 0.35166  0.05
H -0.11483 -2.92195 -0.14790  0.13
C -1.64495 -1.66110 0.53379  -0.20
H -1.61403 -0.73380 1.10726  0.11
H -2.15932 -2.43109 1.11763  0.12
C -2.36583 -1.44128 -0.79861  -0.19
C -3.84070 -1.08585 -0.62302  -0.20
H -4.32454 -1.09483 -1.60278  0.12
H -4.32922 -1.84598 -0.00858  0.12
C -4.05535 0.29272 0.01351  -0.16
C -5.52033 0.62104 0.05213  -0.25
C -6.29896 0.25558 1.14271  -0.05
C -7.65649 0.52149 1.16309  -0.09
C -8.25581 1.15611 0.08870  -0.10
C -7.48963 1.52297 -1.00434  -0.09
C -6.13251 1.25519 -1.02144  -0.05
H -5.53792 1.54605 -1.87616  0.11
H -7.95086 2.02051 -1.84532  0.10
H -9.31523 1.36606 0.10410  0.10
H -8.24853 0.23441 2.02019  0.10
H -5.83494 -0.23745 1.98550  0.11
H -3.52029 1.04220 -0.57257  0.12
H -3.65103 0.29743 1.02600  0.11
H -1.85759 -0.64359 -1.34442  0.12
H -2.29172 -2.35648 -1.39404  0.11
H 1.98084 -2.62215 -0.23825  0.14
H 2.53664 0.90786 0.64808  0.10
H 4.74853 1.92494 0.58760  0.10
H 6.72408 2.61197 -0.46590  0.12
H 6.99124 2.14163 1.23549  0.13
H 9.34260 1.52036 0.68441  0.08
H 9.02380 3.21435 0.27486  0.07
H 9.07846 1.98280 -0.99757  0.08

- Molar mass: 312.4 g mol⁻¹
- SMILES: CCOc1ccc(NC(=O)NCCCCc2ccccc2)cc1
- Kohn-Sham gap: 8.39 eV

=====

Here are the energies relative to the best structure, in kJ/mol: 1 39.4; 2 0.0.

=====

1.
An isolated ion of composition CH5N2S and charge +1, computed with ωB97M-V/def2-TZVPD.

Last column: Löwdin charge in e.
Cartesian coordinates (Å):
C -0.22788 -0.11586 0.74344  -0.73
N -0.01974 -1.46472 0.81136  -0.30
N 0.43364 0.49625 -0.49635  0.15
S 0.76195 -0.57998 2.11666  0.96
H -1.25581 0.40075 0.93779  0.17
H -0.87722 -2.11631 0.91254  0.15
H -0.05099 0.66349 -1.44682  0.20
H 1.13868 -0.32408 -0.78522  0.21
H 1.05104 1.34025 -0.30261  0.18

- Molar mass: 77.1 g mol⁻¹
- Net charge: +1
- SMILES: [NH3+][C@H]1NS1
- Kohn-Sham gap: 9.68 eV

=====

2.
A 2-piece molecular cluster, CH5N2S overall, computed with ωB97M-V/def2-TZVPD.

Last column: Löwdin charge in e.
Cartesian coordinates (Å):
C 1.71087 -1.77216 0.33010  -0.43
N 2.08326 -2.51162 -0.63393  -0.01
N -1.01704 1.05621 0.34290  0.02
S 2.96007 -2.56737 1.07903  1.10
H 0.85828 -1.01293 0.43271  0.14
H 2.18578 -2.65442 -1.61109  0.14
H -1.24339 1.18499 -0.64728  0.03
H -0.92997 1.87626 0.89686  0.01
H -1.74013 0.48398 0.71935  0.00

- Molar mass: 77.1 g mol⁻¹
- Net charge: +1
- Kohn-Sham gap: 6.79 eV

=====

Here are the energies relative to the best structure, in kJ/mol: 1 0.0; 2 154.3.

=====

1.
An isolated ion of composition C5H5O2 and charge +1, computed with ωB97M-V/def2-TZVPD.

Last column: Löwdin charge in e.
Cartesian coordinates (Å):
C -0.52893 -0.91822 -0.36424  -0.01
C -1.22867 0.20106 -0.15913  0.03
C 0.74543 -1.21899 -0.02700  0.02
C -2.21631 0.87593 0.21689  0.14
C 2.10674 0.73827 -0.07500  -0.22
O 1.27550 1.51261 -0.44353  0.16
O 1.85569 -0.57198 0.19146  0.12
H -1.16343 -1.65546 -0.73097  0.13
H -2.62073 1.72937 -0.26623  0.11
H 0.93568 -2.22944 0.24461  0.16
H -2.39236 0.59007 1.27444  0.15
H 3.23140 0.94678 0.13869  0.20

- Molar mass: 97.1 g mol⁻¹
- Net charge: +1
- Kohn-Sham gap: 9.25 eV

=====

2.
An isolated ion of composition C5H5O2 and charge +1, computed with ωB97M-V/def2-TZVPD.

Last column: Löwdin charge in e.
Cartesian coordinates (Å):
C 1.43755 -0.42353 -0.40484  0.14
C 1.13928 0.91709 -0.68400  0.17
C -2.11044 -0.22061 -0.28967  -0.20
C 0.19409 -0.77007 0.39854  -0.17
C 0.56990 0.74980 0.58751  0.13
O -1.04115 -1.06791 -0.18892  0.03
O -1.96986 0.91927 0.10257  0.09
H 2.26918 -0.95177 -0.34212  0.11
H 1.48150 1.61035 -1.45959  0.16
H -3.07721 -0.56719 -0.65167  0.17
H 0.31345 -1.39872 1.37279  0.21
H 0.79372 1.20329 1.55940  0.17

- Molar mass: 97.1 g mol⁻¹
- Net charge: +1
- Kohn-Sham gap: 9.62 eV

=====

Here are the energies relative to the best structure, in kJ/mol: 1 0.0; 2 44.9.